# 1
ORCA calculation (wB97M-V/def2-TZVPD) on a molecular structure, C32H34ClIrP.

The geometry in XYZ format:
```
69
Properties=species:S:1:pos:R:3:lowdin_charge:R:1
C -5.221 -2.309 -3.436 -0.365
C -4.957 -3.603 -2.792 -0.066
C -6.396 -1.526 -3.021 -0.061
C -4.536 -1.964 -4.690 -0.062
Cl -3.253 -0.856 -1.682 0.150
H -7.319 -1.873 -3.515 0.124
H -6.260 -0.467 -3.269 0.091
H -6.545 -1.601 -1.938 0.092
H -5.545 -4.425 -3.236 0.124
H -5.202 -3.557 -1.724 0.091
H -3.896 -3.865 -2.880 0.091
H -5.025 -2.411 -5.572 0.124
H -3.498 -2.314 -4.669 0.092
H -4.520 -0.876 -4.833 0.092
C -1.306 0.672 1.922 -0.217
C -2.522 1.450 1.947 -0.203
C -3.588 0.595 1.500 -0.150
H -2.621 2.488 2.242 0.129
C -3.042 -0.698 1.227 -0.229
C -1.640 -0.654 1.487 -0.153
H -0.938 -1.476 1.394 0.104
H -0.331 1.026 2.240 0.081
H -4.612 0.909 1.347 0.129
H -3.602 -1.536 0.842 0.079
C -0.445 1.694 -1.368 -0.192
C -0.832 2.653 -0.369 -0.223
C -2.197 3.021 -0.624 -0.184
H -0.192 3.060 0.410 0.115
C -2.638 2.295 -1.772 -0.163
C -1.552 1.493 -2.239 -0.208
H -1.592 0.798 -3.073 0.095
H 0.533 1.218 -1.436 0.075
H -2.792 3.718 -0.036 0.134
H -3.646 2.316 -2.176 0.127
Ir -2.046 0.977 -0.043 1.281
C 6.437 -0.774 -0.730 -0.050
C 5.394 -1.038 -1.629 -0.030
C 4.067 -0.867 -1.237 -0.083
C 3.785 -0.393 0.059 -0.376
C 4.823 -0.172 0.972 -0.083
C 6.147 -0.352 0.573 -0.044
P 2.069 0.052 0.543 1.242
C 1.932 -1.097 1.980 -0.364
C 1.747 -2.455 1.631 -0.098
C 1.857 -3.446 2.600 -0.044
C 2.086 -3.095 3.937 -0.028
C 2.194 -1.748 4.294 -0.040
C 2.125 -0.743 3.322 -0.074
C 2.372 1.845 0.951 -0.348
C 2.034 2.486 2.155 -0.096
C 2.490 3.786 2.400 -0.040
C 3.199 4.492 1.424 -0.022
C 3.441 3.890 0.182 -0.035
C 3.012 2.589 -0.060 -0.084
H 7.479 -0.895 -1.035 0.124
H 5.611 -1.368 -2.645 0.127
H 3.245 -1.069 -1.927 0.110
H 4.589 0.173 1.979 0.112
H 6.942 -0.149 1.291 0.123
H 1.573 -2.720 0.584 0.116
H 1.775 -4.490 2.301 0.122
H 2.195 -3.875 4.693 0.126
H 2.360 -1.466 5.334 0.123
H 2.267 0.299 3.605 0.092
H 1.456 1.966 2.921 0.087
H 2.300 4.237 3.375 0.123
H 3.565 5.504 1.617 0.128
H 3.974 4.419 -0.610 0.125
H 3.232 2.103 -1.014 0.118
```

Its net charge is +2. As for the total energy: -58361.8838 eV. As for the spin multiplicity: 6.

---

# 2
ORCA calculation (wB97M-V/def2-TZVPD) on a molecular structure, C32H34Ge2N5PtS.

The geometry in XYZ format:
```
75
Properties=species:S:1:pos:R:3:lowdin_charge:R:1
Pt -0.115 -0.273 -0.455 0.941
N -2.635 -1.387 -3.850 0.198
C -2.354 -2.621 -4.432 -0.174
C -3.062 -3.049 -5.546 0.040
C -2.744 -4.270 -6.110 0.041
C -1.724 -5.078 -5.574 0.023
C -1.018 -4.667 -4.468 -0.042
C -1.331 -3.430 -3.883 -0.398
S -0.456 -2.932 -2.500 1.190
N -1.084 -1.451 -2.096 -0.365
C -2.036 -0.859 -2.770 -0.274
C -2.456 0.486 -2.285 -0.174
C -3.517 1.203 -2.814 0.050
C -3.818 2.457 -2.291 0.034
C -3.046 2.949 -1.254 0.024
C -2.004 2.171 -0.773 -0.114
N -1.715 0.970 -1.270 -0.051
H -3.349 -0.843 -4.312 0.161
H -3.848 -2.436 -5.969 0.144
H -3.289 -4.613 -6.980 0.146
H -1.496 -6.027 -6.039 0.145
H -0.233 -5.286 -4.050 0.134
H -4.136 0.822 -3.614 0.131
H -4.644 3.030 -2.692 0.146
H -3.244 3.917 -0.815 0.138
H -1.375 2.512 0.040 0.101
C 3.701 4.198 1.104 -0.194
Ge 2.871 3.110 -0.261 0.893
C 3.972 1.987 -1.390 -0.205
C 1.328 3.899 -1.143 -0.226
Ge 1.470 0.949 1.007 0.834
C 0.605 1.807 2.592 -0.254
C 0.320 3.179 2.756 -0.079
C -0.162 3.658 3.945 0.036
C -0.400 2.762 5.032 0.093
C -0.158 1.386 4.887 0.005
C 0.322 0.919 3.694 -0.031
C 2.975 -0.069 1.719 -0.389
C 2.693 -1.405 2.028 -0.149
C 3.650 -2.195 2.648 -0.044
C 4.903 -1.671 2.933 -0.021
C 5.193 -0.350 2.615 -0.029
C 4.234 0.448 2.013 -0.105
H 4.139 5.043 0.558 0.059
H 4.505 3.694 1.632 0.031
H 2.988 4.607 1.817 0.027
H 4.437 2.663 -2.115 0.056
H 3.384 1.258 -1.945 0.030
H 4.760 1.484 -0.835 0.035
H 1.742 4.579 -1.896 0.054
H 0.707 4.495 -0.476 0.025
H 0.727 3.160 -1.671 0.008
H 0.525 3.870 1.946 0.093
H -0.356 4.712 4.098 0.143
H -0.766 3.158 5.972 0.150
H -0.337 0.723 5.723 0.140
H 0.550 -0.134 3.576 0.112
H 1.721 -1.836 1.807 0.049
H 3.423 -3.223 2.901 0.121
H 5.656 -2.293 3.398 0.131
H 6.169 0.056 2.843 0.129
H 4.484 1.477 1.791 0.073
N 0.003 -3.299 0.801 0.135
C -1.128 -2.697 1.244 -0.377
C -2.047 -3.416 2.039 0.022
C -3.173 -2.793 2.498 -0.003
C -3.397 -1.441 2.176 -0.031
C -2.479 -0.806 1.396 -0.139
N -1.359 -1.416 0.917 -0.070
H 0.186 -4.258 1.050 0.131
H 0.745 -2.799 0.351 0.046
H -1.839 -4.449 2.281 0.135
H -3.881 -3.337 3.109 0.138
H -4.274 -0.916 2.526 0.125
H -2.603 0.229 1.111 0.093
```

Its net charge is +4. As for the total energy: -168258.3286 eV. As for the spin multiplicity: 6.

---

# 3
ORCA calculation (wB97M-V/def2-TZVPD) on a molecular structure, C32H34N2OP2Zr.

The geometry in XYZ format:
```
72
Properties=species:S:1:pos:R:3:lowdin_charge:R:1
C -1.443 3.296 -3.580 -0.039
C -1.273 2.016 -3.054 -0.234
C 0.053 1.546 -2.844 -0.199
C 1.144 2.349 -3.218 -0.144
C 0.936 3.670 -3.617 -0.011
C -0.359 4.142 -3.825 -0.037
C 2.533 1.768 -3.337 -0.068
C 2.555 0.265 -3.264 -0.148
C 1.397 -0.457 -2.934 -0.206
C 1.362 -1.870 -3.114 -0.222
C 2.535 -2.501 -3.528 -0.035
C 3.725 -1.799 -3.734 -0.030
C 3.731 -0.416 -3.580 -0.006
H -2.459 3.634 -3.783 0.123
H 1.792 4.314 -3.826 0.132
H -0.537 5.143 -4.214 0.121
H 2.895 2.027 -4.350 0.149
H 2.494 -3.578 -3.694 0.123
H 4.621 -2.337 -4.044 0.124
H 4.651 0.150 -3.741 0.134
N 0.313 0.245 -2.334 -0.135
Zr -0.313 -0.351 -0.393 1.386
C -2.500 1.187 -2.691 -0.280
H -2.519 0.220 -3.222 0.097
H -3.412 1.738 -2.963 0.104
C 0.120 -2.704 -2.811 -0.263
H -0.780 -2.325 -3.323 0.101
H 0.290 -3.738 -3.139 0.102
P -2.569 0.878 -0.869 0.807
P -0.218 -2.809 -0.990 0.791
C 1.168 -3.815 -0.382 -0.205
H 1.025 -4.006 0.690 0.037
H 1.220 -4.768 -0.929 0.080
H 2.111 -3.266 -0.513 0.056
C -1.710 -3.799 -0.711 -0.211
H -1.599 -4.804 -1.143 0.077
H -1.880 -3.878 0.372 0.038
H -2.578 -3.291 -1.160 0.052
C -2.865 2.553 -0.210 -0.201
H -3.923 2.833 -0.312 0.073
H -2.586 2.564 0.851 0.036
H -2.241 3.288 -0.734 0.061
C -4.131 0.005 -0.553 -0.230
H -4.156 -0.275 0.510 0.035
H -4.996 0.647 -0.777 0.072
H -4.181 -0.914 -1.154 0.051
C 1.821 0.648 0.171 0.126
O 1.991 -0.544 0.184 -0.047
H 3.274 2.255 -2.714 0.134
C -1.039 3.457 3.917 -0.065
C -0.322 3.421 2.716 -0.074
C -0.170 2.221 2.032 -0.087
C -0.742 1.031 2.548 -0.311
C -1.416 1.066 3.789 -0.013
C -1.587 2.280 4.449 -0.051
N -0.668 -0.141 1.805 -0.150
C -1.023 -1.405 2.379 -0.335
C -0.003 -2.348 2.630 -0.049
C -0.332 -3.617 3.092 -0.075
C -1.673 -3.969 3.274 -0.061
C -2.691 -3.046 3.005 -0.061
C -2.373 -1.760 2.577 -0.046
H -1.161 4.403 4.445 0.115
H 0.128 4.330 2.310 0.117
H 0.436 2.182 1.118 0.048
H -1.823 0.140 4.199 0.110
H -2.141 2.305 5.388 0.119
H 1.033 -2.043 2.456 0.117
H 0.462 -4.333 3.313 0.122
H -1.925 -4.968 3.637 0.122
H -3.739 -3.326 3.138 0.122
H -3.143 -1.007 2.380 0.110
```

Its net charge is +2. As for the total energy: -58607.8801 eV.